Density functional theory data (ωB97M-V/def2-TZVPD) for a 9-piece molecular cluster, C36H58ClO26PS overall.

Computed properties:
Electronic energy = -4562.6253 Ha
Multiplicity = 1
Structure (SMILES) = C[C@@H](Cl)CPS(C)(=O)=O.C[C@@H]1COC(=O)O1.C[C@@H]1COC(=O)O1.C[C@@H]1COC(=O)O1.C[C@@H]1COC(=O)O1.C[C@@H]1COC(=O)O1.C[C@@H]1COC(=O)O1.C[C@@H]1COC(=O)O1.C[C@@H]1COC(=O)O1
Kohn-Sham gap = 0.3316 Ha

XYZ file:
```
123
Properties=species:S:1:pos:R:3:mulliken_charge:R:1
C 2.5746 -6.0140 -3.6182 -1.173
C 1.7144 -4.8408 -3.0436 0.580
Cl 2.7520 -3.7426 -2.0132 -0.175
C 1.1582 -3.9744 -4.2122 -1.040
P -0.3443 -4.7045 -5.0786 -0.026
S -1.5771 -5.3518 -3.4463 1.091
C -3.3543 -5.4012 -3.8640 -0.983
O -1.1267 -6.7324 -3.0612 -0.633
O -1.4045 -4.3539 -2.3432 -0.622
H 3.6535 -5.8014 -3.5241 0.358
H 2.3795 -6.9372 -3.0399 0.296
H 2.2619 -6.2247 -4.6579 0.286
H 0.9460 -5.2672 -2.3858 0.161
H 1.9172 -3.8205 -5.0013 0.471
H 0.8227 -2.9900 -3.8341 0.341
H 0.1711 -5.8585 -5.7608 0.071
H -3.7386 -6.3458 -3.4327 0.334
H -3.8253 -4.5722 -3.3046 0.325
H -3.5705 -5.3789 -4.9438 0.330
C 6.2027 0.9940 -3.7813 -1.658
C 4.7998 0.6376 -3.3531 0.939
C 4.6827 -0.7030 -2.6845 -0.379
O 3.3359 -1.0793 -2.9912 -0.147
C 3.0093 -0.4598 -4.1512 0.571
O 2.0352 -0.7041 -4.7916 -0.574
O 3.9363 0.4713 -4.4887 -0.409
H 6.2123 1.9620 -4.2828 0.397
H 6.8738 1.0403 -2.9235 0.324
H 6.5905 0.2649 -4.4971 0.374
H 4.3857 1.4339 -2.7270 0.067
H 4.8338 -0.6460 -1.6077 0.157
H 5.3567 -1.4579 -3.1014 0.309
C 11.1501 2.1855 -2.6162 -1.455
C 10.2357 3.3363 -2.2610 0.526
C 9.7343 3.3113 -0.8430 -0.498
O 8.4795 3.9915 -0.9521 -0.336
C 8.0366 3.8027 -2.2205 0.641
O 6.9396 4.0685 -2.5952 -0.544
O 9.0085 3.2704 -3.0027 -0.310
H 11.4482 2.2510 -3.6556 0.380
H 12.0453 2.1892 -1.9962 0.359
H 10.6375 1.2303 -2.4935 0.299
H 10.7200 4.2899 -2.4953 0.285
H 10.3970 3.8317 -0.1532 0.329
H 9.5497 2.3005 -0.4682 0.328
C 0.4224 1.2227 0.9270 -1.183
C 1.9001 1.4553 1.1302 0.481
C 2.5673 2.1951 0.0035 -0.413
O 3.9117 1.7095 0.0788 -0.257
C 3.8534 0.4692 0.6271 0.625
O 4.7671 -0.2964 0.6567 -0.608
O 2.6253 0.2153 1.1319 -0.284
H 0.0128 0.6594 1.7630 -0.007
H -0.1168 2.1678 0.8440 0.358
H 0.2380 0.6300 0.0277 0.409
H 2.0738 1.9489 2.0908 0.291
H 2.5391 3.2757 0.1344 0.400
H 2.1606 1.9427 -0.9807 0.249
C -2.3352 -1.1327 6.1393 -1.664
C -1.7456 -0.4765 4.9121 1.125
C -0.6184 -1.2498 4.2890 -0.545
O 0.1539 -0.2093 3.6718 -0.322
C -0.0714 0.9239 4.3857 0.578
O 0.5576 1.9270 4.2633 -0.540
O -1.1014 0.7635 5.2492 -0.406
H -3.1258 -0.5100 6.5601 0.321
H -2.7526 -2.1102 5.9008 0.340
H -1.5778 -1.2488 6.9180 0.469
H -2.5302 -0.2612 4.1862 -0.059
H -0.9635 -1.9690 3.5486 0.346
H 0.0129 -1.7641 5.0192 0.296
C -7.2048 -0.3853 1.6113 -1.507
C -6.5212 -1.0593 2.7789 0.723
C -5.7734 -0.1171 3.6778 -0.530
O -4.7453 -0.9597 4.2110 -0.205
C -4.5177 -1.9301 3.2919 0.614
O -3.5952 -2.6808 3.3276 -0.539
O -5.4723 -1.9297 2.3307 -0.388
H -7.7041 -1.1260 0.9841 0.368
H -7.9460 0.3372 1.9567 0.301
H -6.4788 0.1265 0.9762 0.390
H -7.2397 -1.6595 3.3422 0.251
H -6.3891 0.2812 4.4666 0.256
H -5.2986 0.7117 3.1410 0.336
C 11.4229 -2.1894 -7.3415 -1.467
C 11.8361 -1.9941 -5.9010 0.506
C 10.6839 -1.8217 -4.9488 -0.470
O 11.2661 -1.0269 -3.9118 -0.287
C 12.2715 -0.3114 -4.4772 0.652
O 12.8335 0.5888 -3.9443 -0.523
O 12.5428 -0.7583 -5.7289 -0.345
H 12.3030 -2.2784 -7.9799 0.354
H 10.8160 -3.0881 -7.4568 0.378
H 10.8567 -1.3296 -7.7041 0.357
H 12.4970 -2.8070 -5.5841 0.255
H 10.3205 -2.7683 -4.5519 0.310
H 9.8450 -1.2692 -5.3813 0.285
C -11.9405 0.4621 6.1210 -1.517
C -10.4621 0.7244 6.2858 0.648
C -9.8391 1.4697 5.1392 -0.283
O -8.4805 1.0048 5.1836 -0.317
C -8.5014 -0.2330 5.7393 0.618
O -7.5744 -0.9831 5.7501 -0.536
O -9.7137 -0.5036 6.2768 -0.384
H -12.3222 -0.1057 6.9712 0.384
H -12.4959 1.3964 6.0461 0.336
H -12.1322 -0.1386 5.2295 0.369
H -10.2725 1.2279 7.2387 0.239
H -9.8839 2.5403 5.2646 0.212
H -10.2654 1.2044 4.1671 0.219
C -9.4100 5.7596 1.4926 -1.457
C -10.6388 5.0562 2.0209 0.512
C -11.7265 5.9837 2.4893 -0.542
O -12.3850 5.1966 3.4873 -0.351
C -11.4659 4.3343 3.9810 0.623
O -11.6220 3.6681 4.9549 -0.509
O -10.3431 4.3283 3.2220 -0.288
H -8.6526 5.0317 1.1988 0.355
H -9.6539 6.3773 0.6278 0.389
H -8.9601 6.3887 2.2627 0.361
H -11.0142 4.3442 1.2794 0.253
H -12.4180 6.2565 1.6940 0.310
H -11.3453 6.8939 2.9602 0.313
```